No. 1
Formula: C17H50N6O9
Source: the OMol25 dataset
Level of theory: ωB97M-V/def2-TZVPD

The geometry in ORCA input format:
```
! wB97M-V def2-TZVPD RIJCOSX def2/J DEFGRID3
* xyz 0 1
C 11.66 12.70 13.55
O 12.14 11.66 12.66
C 12.55 10.58 13.40
C 12.90 9.38 12.51
N 11.88 9.11 11.49
C 12.33 7.86 10.94
C 11.48 7.23 9.90
O 11.36 8.02 8.68
C 12.36 7.75 7.73
H 11.13 13.53 13.13
H 12.49 13.10 14.08
H 10.93 12.23 14.26
H 11.75 10.26 14.03
H 13.50 10.75 13.95
H 13.01 8.48 13.07
H 13.89 9.71 11.99
H 11.95 9.81 10.78
H 12.35 7.14 11.73
H 13.38 7.91 10.64
H 10.46 6.96 10.14
H 11.94 6.27 9.60
H 13.46 7.98 8.03
H 12.18 8.28 6.80
H 12.38 6.64 7.56
C 10.53 17.01 9.16
O 11.04 15.85 9.78
C 11.02 14.70 8.95
C 12.05 13.72 9.49
N 13.38 14.29 9.35
C 14.40 13.57 10.14
C 15.79 13.88 9.82
O 16.12 15.22 10.13
C 17.33 15.63 9.61
H 11.21 17.51 8.48
H 10.38 17.80 9.83
H 9.53 16.87 8.64
H 11.30 14.92 7.89
H 9.98 14.30 8.91
H 12.01 12.81 8.98
H 11.78 13.59 10.56
H 13.24 15.23 9.65
H 14.16 12.54 10.01
H 14.34 13.77 11.21
H 16.11 13.63 8.76
H 16.41 13.21 10.49
H 17.24 15.80 8.52
H 18.10 14.93 9.83
H 17.48 16.51 10.18
N 7.82 15.12 11.03
C 7.96 13.78 11.41
N 6.94 12.95 11.30
O 9.10 13.43 11.81
H 6.87 15.52 11.00
H 8.70 15.57 11.19
H 6.06 13.41 11.13
H 7.04 12.00 11.67
N 9.40 10.51 11.99
C 8.29 9.73 11.91
N 8.54 8.35 11.88
O 7.16 10.18 11.94
H 10.31 10.06 12.03
H 9.38 11.52 11.88
H 7.73 7.79 11.63
H 9.45 8.01 11.67
C 14.40 10.56 8.15
O 13.28 10.10 8.87
H 14.50 10.14 7.12
H 14.45 11.72 8.13
H 15.38 10.28 8.61
H 12.53 10.67 8.64
C 12.03 12.75 6.16
O 11.13 13.09 5.10
H 11.51 11.95 6.84
H 13.03 12.31 5.96
H 12.21 13.68 6.80
H 11.02 14.03 5.07
C 8.98 11.17 8.39
O 10.23 10.69 8.87
H 8.86 12.20 8.65
H 8.82 11.11 7.32
H 8.12 10.56 8.85
H 10.32 9.77 8.63
*
```

Values from the calculation:
* calculated total energy: -1683.30849 Ha
* energy above the lowest of the compared OMol25 structures with the same formula, charge and spin: 0.0 kcal/mol
* SMILES: COCCNCCOC.COCCNCCOC.NC(N)=O.NC(N)=O.CO.CO.CO

=====

No. 2
Formula: C17H50O10S8
Source: the OMol25 dataset
Level of theory: ωB97M-V/def2-TZVPD

The geometry in ORCA input format:
```
! wB97M-V def2-TZVPD RIJCOSX def2/J DEFGRID3
* xyz 0 1
O -10.32 -1.19 -0.03
S -10.30 -0.06 -0.94
O -11.11 1.14 -0.61
O -8.69 0.43 -1.19
C -8.40 1.74 -1.44
C -6.95 1.89 -1.30
C -10.64 -0.78 -2.61
H -8.97 2.46 -0.85
H -8.52 2.02 -2.49
H -6.68 1.87 -0.25
H -6.57 2.83 -1.72
H -6.34 1.16 -1.84
H -10.62 0.02 -3.35
H -11.64 -1.19 -2.43
H -9.94 -1.62 -2.65
C -5.92 -5.12 1.02
S -5.09 -4.31 2.45
O -5.22 -2.79 2.27
C -6.42 -4.69 3.69
H -5.91 -6.20 1.13
H -5.32 -4.83 0.15
H -6.96 -4.83 0.84
H -7.33 -5.21 3.38
H -6.77 -3.75 4.10
H -6.20 -5.26 4.59
C 5.68 -3.03 -3.49
S 6.50 -2.57 -5.14
O 6.05 -3.70 -6.07
C 5.30 -1.21 -5.47
H 5.98 -2.32 -2.72
H 5.99 -4.02 -3.16
H 4.59 -3.02 -3.56
H 5.01 -1.01 -6.50
H 5.76 -0.24 -5.28
H 4.44 -1.15 -4.81
C -0.21 0.79 0.28
S 1.55 0.83 -0.41
O 1.32 1.56 -1.73
C 2.08 2.23 0.64
H -0.62 1.68 0.76
H -0.25 -0.09 0.93
H -0.94 0.42 -0.45
H 1.33 3.02 0.64
H 2.99 2.67 0.24
H 2.25 1.95 1.68
C 0.57 0.84 7.74
S 0.67 -0.17 6.15
O 2.10 -0.72 6.14
C -0.43 -1.54 6.69
H 1.18 1.74 7.58
H 1.20 0.36 8.48
H -0.44 1.20 7.92
H -1.49 -1.27 6.66
H -0.13 -1.92 7.67
H -0.37 -2.34 5.94
C 7.70 4.42 4.51
S 6.85 4.19 6.16
O 7.84 4.95 7.02
C 5.33 5.28 5.66
H 7.71 5.47 4.20
H 7.20 3.93 3.68
H 8.64 3.96 4.79
H 5.78 6.23 5.37
H 4.72 5.45 6.54
H 4.75 4.75 4.90
C 7.85 4.76 -1.90
S 9.68 4.25 -1.83
O 10.36 4.88 -0.61
C 9.51 2.45 -1.55
H 7.51 4.50 -0.89
H 7.31 4.14 -2.61
H 7.58 5.77 -2.19
H 10.42 1.85 -1.63
H 8.73 2.12 -2.23
H 9.31 2.35 -0.48
C -2.71 -3.07 -5.30
S -2.51 -3.06 -7.11
O -1.06 -2.67 -7.49
C -2.67 -4.81 -7.37
H -2.32 -3.97 -4.83
H -3.80 -3.15 -5.25
H -2.41 -2.15 -4.80
H -3.52 -5.21 -6.81
H -1.82 -5.24 -6.85
H -2.82 -5.10 -8.41
*
```

Values from the calculation:
* calculated total energy: -4615.19560 Ha
* energy above the lowest of the compared OMol25 structures with the same formula, charge and spin: 81.3 kcal/mol

=====

No. 3
Formula: C17H50O12
Source: the OMol25 dataset
Level of theory: ωB97M-V/def2-TZVPD

The geometry in ORCA input format:
```
! wB97M-V def2-TZVPD RIJCOSX def2/J DEFGRID3
* xyz 0 1
C 0.31 -3.87 1.00
C 1.52 -3.57 1.91
C 1.20 -3.74 3.37
O 2.60 -4.44 1.51
H -0.45 -4.55 1.39
H 0.59 -4.27 0.02
H -0.17 -2.92 0.75
H 1.88 -2.57 1.66
H 0.40 -3.07 3.68
H 2.07 -3.52 3.99
H 0.84 -4.76 3.52
H 2.35 -5.35 1.72
C 3.27 -3.05 -1.46
C 3.99 -2.59 -2.73
C 5.48 -2.89 -2.63
O 3.55 -3.37 -3.87
H 3.51 -2.34 -0.66
H 3.62 -4.00 -1.07
H 2.20 -3.02 -1.63
H 3.77 -1.55 -2.99
H 5.87 -2.61 -1.65
H 6.05 -2.35 -3.38
H 5.63 -3.97 -2.61
H 2.58 -3.43 -3.84
C -2.28 0.37 -0.14
C -0.75 0.40 -0.01
C 0.00 -0.45 -1.04
O -0.36 1.77 -0.06
H -2.52 0.65 -1.18
H -2.83 1.09 0.46
H -2.57 -0.67 0.00
H -0.43 0.03 0.98
H -0.71 -0.72 -1.82
H 0.40 -1.37 -0.61
H 0.78 0.17 -1.48
H -0.75 2.25 0.70
O 3.32 0.78 3.14
C 2.86 0.83 1.78
C 3.13 2.19 1.18
O 4.51 2.50 1.14
H 3.65 -0.11 3.29
H 3.36 0.00 1.26
H 1.79 0.61 1.67
H 2.63 2.91 1.83
H 2.65 2.27 0.21
H 4.82 2.44 2.05
O -1.27 3.29 2.10
C -1.99 2.56 3.11
C -1.25 2.69 4.41
O -1.76 1.73 5.34
H -1.85 3.95 1.71
H -3.06 2.80 3.17
H -2.08 1.53 2.75
H -1.32 3.71 4.80
H -0.18 2.50 4.27
H -1.41 1.94 6.20
O 0.57 1.08 -4.58
C -0.16 -0.14 -4.81
C -1.65 0.00 -4.56
O -2.31 -1.10 -5.12
H 1.50 0.83 -4.64
H 0.01 -0.43 -5.86
H 0.26 -0.95 -4.19
H -2.00 0.93 -5.04
H -1.98 0.24 -3.54
H -2.36 -1.82 -4.49
O -4.60 2.99 -0.34
C -5.30 3.73 0.64
C -6.46 2.93 1.16
O -6.03 1.70 1.75
H -3.98 3.57 -0.80
H -4.62 3.97 1.47
H -5.70 4.69 0.31
H -7.11 2.67 0.32
H -6.96 3.48 1.95
H -5.57 1.15 1.12
O -1.20 2.82 -2.64
H -0.79 2.43 -3.43
H -0.76 2.38 -1.90
*
```

Values from the calculation:
* calculated total energy: -1580.48144 Ha
* energy above the lowest of the compared OMol25 structures with the same formula, charge and spin: 37.7 kcal/mol
* SMILES: CC(C)O.CC(C)O.CC(C)O.OCCO.OCCO.OCCO.OCCO.O

=====

No. 4
Formula: C17H52BNO7P
Source: the OMol25 dataset
Level of theory: ωB97M-V/def2-TZVPD

The geometry in ORCA input format:
```
! wB97M-V def2-TZVPD RIJCOSX def2/J DEFGRID3
* xyz 1 1
C 2.22 -2.24 0.12
C 1.83 -0.88 -0.48
C 0.38 -0.48 -0.15
C 0.34 0.04 1.27
N -0.98 0.57 1.77
P -2.24 0.52 0.68
B -3.11 -1.23 0.53
C -3.81 -1.72 -0.77
O -3.04 -1.91 1.68
H 3.02 -2.66 -0.47
H 2.61 -2.10 1.12
H 1.38 -2.91 0.16
H 2.47 -0.14 -0.01
H 2.02 -0.83 -1.54
H -0.22 -1.38 -0.30
H 0.13 0.30 -0.87
H 0.66 -0.78 1.91
H 1.11 0.79 1.36
H -1.25 0.00 2.57
H -1.89 1.05 -0.57
H -3.22 1.39 1.18
H -4.55 -0.99 -1.08
H -4.35 -2.62 -0.52
H -3.11 -1.91 -1.58
H -2.82 -2.85 1.54
C 0.82 2.93 -4.37
C -0.06 2.65 -3.17
O -0.94 1.55 -3.41
H 0.21 3.14 -5.25
H 1.47 3.79 -4.19
H 1.44 2.07 -4.61
H -0.69 3.51 -2.95
H 0.56 2.45 -2.29
H -0.40 0.78 -3.61
C 1.28 4.67 2.34
C 2.28 3.60 1.95
O 2.49 2.68 3.03
H 1.62 5.21 3.22
H 1.13 5.38 1.53
H 0.31 4.22 2.59
H 3.25 4.05 1.72
H 1.95 3.06 1.06
H 1.64 2.28 3.23
C -4.25 -0.37 -4.70
C -3.28 -1.45 -5.12
O -3.17 -2.48 -4.13
H -3.93 0.09 -3.76
H -4.31 0.42 -5.46
H -5.25 -0.78 -4.55
H -2.28 -1.04 -5.26
H -3.59 -1.91 -6.07
H -4.04 -2.87 -4.01
C 5.22 4.20 -1.51
C 3.89 3.53 -1.83
O 2.79 4.28 -1.30
H 5.34 4.30 -0.43
H 6.05 3.61 -1.90
H 5.27 5.20 -1.95
H 3.84 2.55 -1.37
H 3.77 3.42 -2.91
H 2.81 5.16 -1.70
C 6.01 -4.11 3.07
C 4.99 -3.41 2.20
O 3.75 -4.12 2.17
H 6.19 -5.12 2.72
H 6.96 -3.57 3.07
H 5.65 -4.18 4.10
H 5.34 -3.36 1.17
H 4.81 -2.39 2.55
H 3.42 -4.17 3.07
C -5.23 -2.58 4.03
C -6.64 -3.09 4.25
O -6.70 -4.01 5.34
H -4.55 -3.41 3.84
H -5.20 -1.89 3.18
H -4.87 -2.05 4.91
H -7.00 -3.63 3.37
H -7.33 -2.26 4.44
H -6.41 -3.55 6.13
*
```

Values from the calculation:
* calculated total energy: -1626.26991 Ha

=====

No. 5
Formula: C17H52BrINO11
Source: the OMol25 dataset
Level of theory: ωB97M-V/def2-TZVPD

The geometry in ORCA input format:
```
! wB97M-V def2-TZVPD RIJCOSX def2/J DEFGRID3
* xyz 1 1
C 5.33 -0.35 0.73
C 4.62 1.01 1.04
C 3.78 1.63 -0.16
I 3.65 0.30 -1.87
N 2.46 2.13 0.33
C 1.45 1.17 0.87
C 0.40 1.01 -0.28
C -0.83 0.03 -0.07
O -2.07 0.66 0.25
O -2.16 0.91 1.63
C 0.11 2.58 -0.53
C 1.64 3.07 -0.52
Br 2.04 4.87 0.22
H 5.95 -0.61 1.65
H 4.63 -1.21 0.60
H 6.08 -0.29 -0.10
H 5.43 1.74 1.29
H 4.01 0.86 1.97
H 4.35 2.53 -0.51
H 2.75 2.75 1.11
H 0.90 1.82 1.60
H 1.79 0.29 1.45
H 0.75 0.73 -1.31
H -1.01 -0.51 -1.03
H -0.55 -0.77 0.66
H -1.92 0.11 2.14
H -0.59 3.08 0.18
H -0.22 2.88 -1.56
H 2.06 2.93 -1.55
C -5.15 1.99 3.57
O -5.39 0.60 3.37
H -5.94 2.39 4.21
H -4.19 2.14 4.06
H -5.17 2.51 2.61
H -4.69 0.27 2.81
C 2.92 -1.65 -5.54
O 3.33 -2.17 -4.27
H 2.65 -2.48 -6.19
H 2.06 -0.99 -5.41
H 3.75 -1.10 -6.00
H 3.57 -1.42 -3.72
C -7.50 -2.22 4.36
O -6.46 -1.49 4.98
H -7.55 -3.21 4.80
H -8.46 -1.71 4.51
H -7.30 -2.32 3.29
H -6.43 -0.61 4.57
C 2.26 -5.34 -7.02
O 1.93 -4.22 -7.83
H 1.98 -5.13 -5.99
H 1.72 -6.22 -7.37
H 3.34 -5.53 -7.07
H 2.19 -4.43 -8.73
C 4.32 -8.10 -8.46
O 3.99 -6.98 -9.27
H 4.04 -7.88 -7.44
H 3.78 -8.98 -8.81
H 5.40 -8.29 -8.51
H 4.25 -7.19 -10.17
C 8.04 -2.21 3.90
O 7.73 -0.83 3.72
H 7.25 -2.81 3.44
H 9.00 -2.44 3.44
H 8.08 -2.45 4.97
H 8.43 -0.32 4.14
C -8.76 1.44 6.61
O -9.00 0.06 6.42
H -9.54 1.84 7.25
H -7.79 1.59 7.10
H -8.77 1.97 5.65
H -8.29 -0.28 5.85
C -3.55 3.51 -0.74
O -2.70 4.17 -1.68
H -3.23 2.47 -0.66
H -3.47 3.99 0.24
H -4.58 3.54 -1.09
H -2.99 5.08 -1.74
C -2.38 6.36 2.74
O -2.62 4.97 2.55
H -3.17 6.76 3.38
H -1.41 6.50 3.22
H -2.40 6.87 1.78
H -1.91 4.64 1.98
*
```

Values from the calculation:
* calculated total energy: -4432.44037 Ha

=====

No. 6
Formula: C17H52Li2N11O10
Source: the OMol25 dataset
Level of theory: ωB97M-V/def2-TZVPD

The geometry in ORCA input format:
```
! wB97M-V def2-TZVPD RIJCOSX def2/J DEFGRID3
* xyz 1 1
Li -0.01 3.98 -6.49
Li -1.74 3.86 -2.60
C 0.94 0.88 -2.36
C 0.81 0.88 -3.88
C 0.63 -0.48 -4.42
O -0.23 1.72 -4.32
H 1.99 0.58 -2.28
H 0.33 0.12 -1.88
H 0.81 1.80 -1.79
H 1.72 1.34 -4.26
H 1.54 -1.01 -4.14
H 0.55 -0.49 -5.50
H -0.21 -1.04 -4.00
C 5.36 3.44 -0.05
O 5.75 2.31 -0.05
N 4.18 3.87 0.25
N 6.14 4.49 -0.25
H 3.53 3.15 0.54
H 3.87 4.82 0.16
H 5.88 5.45 -0.43
H 7.09 4.28 -0.50
C -3.10 -2.00 0.32
O -3.38 -0.87 0.78
N -2.71 -2.98 1.00
N -3.28 -2.31 -0.90
H -2.42 -2.81 1.95
H -2.94 -3.86 0.56
H -2.94 -3.15 -1.34
H -3.87 -1.66 -1.41
C 0.38 -3.97 -8.21
O -0.32 -3.12 -8.81
N 1.53 -3.79 -7.61
N 0.03 -5.19 -8.18
H 2.11 -2.97 -7.72
H 1.76 -4.62 -7.08
H -0.92 -5.35 -8.50
H 0.32 -5.78 -7.42
C 2.37 -3.54 0.90
O 2.11 -4.42 1.70
N 3.41 -2.66 0.80
N 1.52 -3.21 -0.05
H 4.06 -2.69 1.58
H 3.52 -2.01 0.04
H 1.60 -2.35 -0.57
H 0.71 -3.80 0.08
C -5.41 -0.34 -6.22
O -6.17 -1.15 -6.76
N -4.13 -0.56 -6.30
N -5.75 0.65 -5.57
H -3.89 -1.46 -6.68
H -3.44 -0.15 -5.69
H -5.03 0.95 -4.92
H -6.75 0.72 -5.46
C 0.88 1.10 8.60
C 0.75 0.60 7.17
C -0.77 0.14 7.01
C -1.33 0.08 5.61
C -0.94 1.34 4.90
C 0.59 1.73 4.90
N 1.08 1.66 6.27
O 2.40 2.13 6.35
C 1.22 0.76 3.82
C 0.64 3.13 4.42
C 1.64 -0.64 6.81
H 1.71 1.76 8.84
H 1.06 0.25 9.26
H 0.02 1.51 9.14
H -1.01 -0.82 7.48
H -1.44 0.89 7.43
H -2.41 0.07 5.76
H -1.07 -0.91 5.23
H -1.46 2.17 5.39
H -1.48 1.38 3.96
H 0.64 -0.10 3.50
H 1.26 1.32 2.88
H 2.17 0.41 4.23
H 1.70 3.36 4.31
H 0.23 3.33 3.43
H 0.18 3.85 5.09
H 1.50 -0.94 5.77
H 1.54 -1.47 7.51
H 2.64 -0.24 6.96
H 2.99 1.39 6.20
O -0.94 -5.05 -2.92
H -0.12 -4.74 -3.30
H -1.21 -5.77 -3.49
O -3.97 4.10 -5.00
H -4.58 4.84 -4.97
H -3.52 4.20 -5.84
O -2.65 3.25 0.07
H -2.82 3.95 0.70
H -3.02 2.46 0.48
*
```

Values from the calculation:
* calculated total energy: -2048.39546 Ha
* energy above the lowest of the compared OMol25 structures with the same formula, charge and spin: 112.4 kcal/mol

=====

Which of these has the lowest calculated total energy?
C17H50O10S8